1.
{"formula": "C5H8O", "method": "ωB97M-V/def2-TZVPD", "homo_lumo_gap_ha": 0.3143, "charge": 0, "e_lumo_ha": -0.0265, "largest_force_ha_per_bohr": 0.0122, "energy_ha": -270.3806, "homo_energy_ev": -9.27, "spin_multiplicity": 1, "e_above_lowest_kj_mol": 465.56, "species": ["C", "C", "C", "C", "O", "C", "H", "H", "H", "H", "H", "H", "H", "H"], "coordinates": [[2.299, 0.400, -0.095], [-0.554, 0.367, 0.961], [-0.888, -1.080, 0.609], [-1.997, -0.551, -0.295], [-3.066, -0.962, -0.649], [-1.326, 0.822, -0.274], [1.920, 0.392, -1.111], [3.081, 1.140, -0.030], [2.703, -0.572, 0.141], [1.513, 0.650, 0.648], [-1.098, -1.792, 1.414], [-0.058, -1.480, 0.009], [-1.917, 1.741, -0.224], [-0.612, 0.927, -1.103]], "nbo_charge": [-0.8531, 0.2402, -0.7088, 0.5787, -0.5036, -0.7097, 0.2021, 0.2222, 0.2134, 0.2297, 0.2610, 0.2835, 0.2616, 0.2827]}


2.
{"formula": "C25H25BrN2O2PtTe", "method": "ωB97M-V/def2-TZVPD", "homo_lumo_gap_ha": [0.2286, 0.2537], "charge": 0, "e_lumo_ha": [-0.0605, -0.0372], "largest_force_ha_per_bohr": 0.0152, "energy_ha": -4188.8899, "homo_energy_ev": [-7.87, -7.92], "spin_multiplicity": 1, "e_above_lowest_kj_mol": 158.85, "species": ["Pt", "O", "C", "C", "C", "C", "C", "C", "C", "O", "N", "N", "C", "C", "Br", "C", "C", "C", "C", "C", "C", "C", "H", "H", "H", "H", "H", "H", "H", "H", "H", "H", "H", "H", "H", "H", "C", "C", "C", "C", "C", "C", "Te", "C", "C", "C", "H", "H", "H", "H", "H", "H", "H", "H", "H", "H", "H"], "coordinates": [[-0.422, -0.511, -0.493], [-4.007, 0.100, -0.554], [-4.522, -0.959, 0.108], [-5.722, -0.769, 0.793], [-6.328, -1.817, 1.459], [-5.754, -3.082, 1.446], [-4.560, -3.269, 0.771], [-3.913, -2.222, 0.117], [-2.592, -2.509, -0.576], [-2.036, -1.410, -1.246], [-1.684, -3.075, 0.428], [-0.384, -2.891, 0.213], [0.490, -3.151, 1.103], [1.902, -2.823, 0.903], [2.281, -1.979, -0.754], [2.834, -3.109, 1.811], [4.277, -2.808, 1.835], [5.137, -3.757, 2.388], [6.501, -3.529, 2.453], [7.027, -2.333, 1.986], [6.176, -1.368, 1.464], [4.812, -1.602, 1.389], [-3.197, -0.239, -1.006], [-6.163, 0.219, 0.774], [-7.261, -1.648, 1.982], [-6.235, -3.911, 1.946], [-4.113, -4.257, 0.736], [-2.750, -3.273, -1.348], [-2.019, -3.153, 1.380], [0.213, -3.573, 2.071], [2.471, -3.679, 2.663], [4.728, -4.689, 2.760], [7.154, -4.283, 2.874], [8.092, -2.148, 2.040], [6.576, -0.424, 1.118], [4.160, -0.832, 1.002], [0.543, 6.159, -3.652], [0.243, 5.067, -2.662], [1.256, 4.295, -2.115], [0.997, 3.283, -1.194], [2.150, 2.478, -0.656], [-0.328, 3.053, -0.814], [-0.790, 1.593, 0.665], [-1.374, 3.812, -1.354], [-2.815, 3.591, -0.975], [-1.065, 4.807, -2.272], [1.596, 6.164, -3.929], [0.299, 7.137, -3.233], [-0.048, 6.036, -4.561], [2.282, 4.477, -2.414], [3.089, 2.819, -1.091], [2.026, 1.418, -0.888], [2.226, 2.560, 0.430], [-3.072, 2.534, -0.903], [-3.476, 4.044, -1.713], [-3.035, 4.046, -0.006], [-1.872, 5.392, -2.701]], "nbo_charge": [0.4922, -0.7120, 0.4043, -0.2905, -0.1863, -0.2570, -0.1905, -0.1879, 0.2397, -0.7797, -0.4439, -0.2401, -0.0297, -0.1055, 0.0843, -0.2110, 0.0053, -0.2145, -0.2086, -0.2029, -0.2069, -0.2136, 0.5110, 0.2214, 0.2124, 0.2126, 0.2098, 0.1701, 0.3742, 0.1798, 0.2173, 0.2110, 0.2162, 0.2155, 0.2160, 0.2229, -0.6277, 0.0068, -0.2257, -0.0466, -0.6396, -0.1924, 0.2983, -0.0424, -0.6477, -0.2228, 0.2141, 0.2208, 0.2206, 0.2031, 0.2149, 0.2259, 0.2201, 0.2378, 0.2198, 0.2228, 0.2048]}